ORCA calculation (ωB97M-V/def2-TZVPD) on 19 unconnected molecules or ions with the total composition H38O19.

```
! wB97M-V def2-TZVPD RIJCOSX def2/J DEFGRID3
* xyz 0 1
O -0.069 4.777 -0.487
H -0.544 4.839 -1.323
H -0.898 4.922 0.155
O -2.024 2.327 3.878
H -1.606 1.976 3.120
H -2.987 2.170 3.661
O 3.635 -3.125 0.276
H 2.666 -3.215 0.570
H 3.551 -2.429 -0.248
O -1.050 -1.812 -4.152
H -1.682 -1.470 -3.498
H -0.559 -0.999 -4.432
O -2.412 -1.781 1.560
H -2.178 -1.144 0.861
H -1.668 -2.388 1.770
O -3.619 -1.360 -1.477
H -3.973 -2.269 -1.662
H -4.220 -0.543 -1.431
O 1.164 -0.346 4.198
H 0.502 -0.773 4.799
H 1.310 -1.040 3.514
O -3.663 2.073 0.587
H -4.569 2.370 0.383
H -3.181 2.495 1.314
O -1.321 1.003 -0.381
H -0.966 1.828 -0.031
H -1.797 1.449 -1.194
O 1.684 -0.564 -2.728
H 2.127 0.001 -1.849
H 0.756 -0.508 -3.034
O -0.688 -2.161 -0.516
H -1.372 -2.506 -1.252
H -1.211 -1.280 -0.187
O 1.839 -3.421 -1.155
H 1.483 -2.492 -0.961
H 1.369 -4.099 -0.831
O 1.466 2.544 2.851
H 1.122 1.665 2.608
H 2.383 2.775 2.487
O 2.230 2.173 -3.026
H 2.554 1.779 -2.279
H 2.951 1.895 -3.571
O 1.546 -0.301 0.877
H 0.941 -0.113 0.235
H 1.608 0.555 1.312
O -0.527 1.520 -4.592
H 0.128 1.938 -3.833
H -1.097 2.241 -4.558
O 2.929 -1.738 2.947
H 3.093 -0.970 2.375
H 3.209 -1.368 3.840
O 1.400 2.549 0.297
H 0.764 2.947 -0.392
H 2.168 2.964 0.408
O -0.832 -4.170 1.421
H -1.644 -4.551 1.130
H -0.223 -4.840 1.646
*
```

Properties
**HOMO-LUMO gap**: 7.98 eV
**Calculated total energy**: -39513.2189 eV
**LUMO energy**: -0.87 eV
**Molar mass**: 342.29 g/mol
**HOMO energy**: -8.84 eV
**Relative energy (zero: lowest compared OMol25 entry of this formula, charge and spin)**: 933.99 kJ/mol

***

ORCA calculation (ωB97M-V/def2-TZVPD) on 19 unconnected molecules or ions with the total composition H39O19.

```
! wB97M-V def2-TZVPD RIJCOSX def2/J DEFGRID3
* xyz 0 2
O -0.723 2.450 4.023
H 0.591 1.218 4.728
H -0.851 3.314 3.594
O -3.614 -1.826 -0.360
H -3.431 -1.308 -1.123
H 0.926 1.385 0.802
O -1.578 -0.383 -4.882
H 2.806 2.490 0.465
H 1.347 0.806 3.350
O 0.714 0.418 0.939
H -0.607 3.248 1.445
H -0.727 -0.854 -5.140
O 1.160 -1.059 -4.400
H 1.441 -1.699 -3.761
H 1.766 -0.337 -4.261
O -2.236 -3.494 0.738
H 3.146 -1.474 0.695
H -1.880 -3.074 1.564
O -1.357 3.873 1.472
H -1.733 0.905 1.453
H -4.437 -1.447 0.051
O 1.375 0.885 4.285
H 4.760 1.794 -0.801
O 1.408 2.322 -2.655
H 1.848 1.999 -1.873
H 2.237 2.639 -3.071
O -0.787 -1.510 3.269
H -3.139 0.198 1.732
H 0.159 0.244 0.181
O -2.164 0.090 1.798
H -1.684 0.399 -5.356
H -1.362 -0.830 3.629
O 2.022 2.902 0.881
H 2.281 3.156 1.807
H 0.149 -1.561 3.115
O 0.255 -2.234 0.827
H -1.305 -3.493 0.302
H -2.571 -2.554 0.311
O 3.894 2.057 -0.998
H 3.722 2.787 -1.716
H 3.900 -2.174 -0.417
O -4.510 0.852 -0.103
H -4.989 1.501 0.523
H -1.441 4.246 0.582
O -0.138 0.269 -2.565
H 3.305 -0.603 -1.669
H 0.220 1.119 -2.755
O 2.810 0.138 -2.118
H -1.644 2.131 3.734
H 1.998 -0.101 -1.659
O 3.032 -1.903 -0.234
H 1.087 -2.250 1.270
H -4.102 1.455 -0.710
O -0.136 -4.791 0.139
H -0.765 -5.534 -0.068
H 0.408 -5.210 0.884
H -0.139 -1.589 1.437
H -0.717 0.004 -3.327
*
```

Properties
**HOMO-LUMO gap (alpha / beta)**: 2.23 / 9.44 eV
**Calculated total energy**: -39529.9781 eV
**LUMO energy (alpha / beta)**: -0.18 / -0.27 eV
**Molar mass**: 343.29 g/mol
**HOMO energy (alpha / beta)**: -2.41 / -9.71 eV
**Relative energy (zero: lowest compared OMol25 entry of this formula, charge and spin)**: 218.75 kJ/mol

***

ORCA calculation (ωB97M-V/def2-TZVPD) on 20 unconnected molecules or ions with the total composition H39O20.

```
! wB97M-V def2-TZVPD RIJCOSX def2/J DEFGRID3
* xyz -1 1
O 1.648 -1.530 -3.986
H -2.009 -0.609 3.904
O 1.844 0.533 4.580
H 1.319 1.382 4.458
H 1.237 -0.043 4.113
O 4.994 1.809 -1.533
H -2.457 0.138 -1.853
H 4.457 0.975 -1.563
O -3.483 3.002 -2.415
H -2.679 2.553 -2.124
H -0.545 2.467 0.487
O -0.945 3.012 -0.180
H 0.291 1.641 -2.456
H 4.770 2.117 -2.417
O 0.365 -3.088 -1.621
H 2.106 -0.958 -3.383
H 0.773 -1.823 -3.752
O -0.683 -0.991 -2.518
H 2.213 -1.593 -1.246
H -1.561 -1.389 -2.591
O 1.417 2.278 -0.477
H 0.126 -2.304 -2.307
H -0.379 -4.329 1.004
O 1.223 -1.945 2.615
H 1.631 -1.504 3.364
H 1.990 -2.466 2.332
O -1.639 -0.696 3.026
H -0.642 -0.627 3.026
H 0.777 -4.550 0.161
O -0.349 1.521 -3.159
H -3.975 2.849 -1.582
H -0.606 0.520 -3.016
O 0.776 1.503 -5.725
H -1.874 1.033 3.451
H -0.567 -3.070 -1.243
O 3.963 0.880 1.172
H 4.492 0.362 0.558
H 1.637 3.087 -0.019
O -3.200 -0.149 -1.291
H 1.847 1.538 -0.050
H -2.920 0.323 -0.470
O -2.996 -2.751 3.846
H -2.601 -3.354 3.209
H -3.386 -2.068 3.283
O -2.450 -3.604 1.252
H -2.250 -2.757 0.857
H 0.234 2.180 -5.275
O -1.459 1.872 3.687
H -3.345 -3.738 1.579
H -1.731 2.757 3.478
O 0.497 -4.817 1.106
H -0.501 2.907 -1.020
H 0.262 0.702 -5.608
O -1.297 3.980 2.398
H -0.914 3.196 2.014
H -1.121 4.705 1.804
O 1.882 -0.762 -0.843
H 1.021 -0.834 -1.314
H 3.117 0.427 1.071
*
```

Properties
**HOMO-LUMO gap**: 8.80 eV
**Calculated total energy**: -41583.6181 eV
**LUMO energy**: 1.97 eV
**Molar mass**: 359.29 g/mol
**HOMO energy**: -6.84 eV
**Relative energy (zero: lowest compared OMol25 entry of this formula, charge and spin)**: 500.23 kJ/mol

***

ORCA calculation (ωB97M-V/def2-TZVPD) on 20 unconnected molecules or ions with the total composition H39O20.

```
! wB97M-V def2-TZVPD RIJCOSX def2/J DEFGRID3
* xyz -1 1
O -0.745 1.350 5.345
H -1.106 0.598 5.810
O -4.079 3.870 0.330
H -4.444 3.084 -0.081
H -3.159 3.667 0.532
O -4.056 2.402 -2.558
H -3.162 2.064 -2.708
H -4.602 1.623 -2.640
O -1.796 0.013 -2.770
H -1.264 -0.610 -2.262
H -0.228 1.165 4.549
O 5.000 2.135 1.321
H 5.668 1.463 1.186
H 4.626 2.448 0.498
O 1.854 -4.791 0.821
H 2.287 -5.548 1.161
H 2.288 -4.181 0.265
O 3.179 -0.102 -1.767
H 3.414 -0.606 -2.545
H 2.260 -0.327 -1.471
O 0.362 1.140 0.206
H -2.458 0.332 -2.154
H -2.921 -0.644 2.908
O -0.968 2.284 -3.589
H -0.729 1.341 -3.608
H -0.544 2.487 -2.769
O -4.010 -2.315 -3.595
H -3.322 -2.436 -2.917
H -4.119 -1.389 -3.345
O 1.108 -0.688 1.642
H 2.001 -0.438 1.874
H 0.583 0.151 1.077
O -2.333 -2.014 0.029
H -1.377 -2.100 0.125
H -2.658 -2.103 0.933
O 0.749 -0.970 -1.107
H 1.157 -1.413 -0.357
H 1.271 1.362 -0.031
O -2.381 -1.439 2.951
H 0.464 -0.008 -0.587
H -2.578 -1.880 3.773
O 1.007 -4.379 -2.009
H 1.117 -3.978 -1.141
H 0.733 -3.581 -2.485
O 1.429 -0.966 -5.346
H 0.568 -0.676 -5.009
H 1.629 -0.138 -5.783
O 1.959 0.926 3.666
H 2.436 1.485 3.056
H 1.586 0.090 3.327
O -1.497 2.883 2.120
H -0.676 2.519 2.428
H -1.739 3.562 2.755
O 2.221 -2.862 3.746
H 1.414 -2.499 3.330
H 2.715 -2.506 2.992
O 2.272 3.948 -0.156
H 1.960 3.115 -0.515
H 1.632 4.083 0.548
*
```

Properties
**HOMO-LUMO gap**: 9.52 eV
**Calculated total energy**: -41584.4123 eV
**LUMO energy**: 2.13 eV
**Molar mass**: 359.29 g/mol
**HOMO energy**: -7.39 eV
**Relative energy (zero: lowest compared OMol25 entry of this formula, charge and spin)**: 423.60 kJ/mol

***

ORCA calculation (ωB97M-V/def2-TZVPD) on 2 unconnected molecules or ions with the total composition H3INPS.

```
! wB97M-V def2-TZVPD RIJCOSX def2/J DEFGRID3
* xyz 0 1
N 0.514 0.324 -0.521
P -1.855 -1.115 0.642
S 1.987 0.838 -0.499
I 2.350 2.789 1.037
H -0.097 0.925 -0.929
H -0.928 -2.109 0.925
H -1.972 -1.652 -0.655
*
```

Properties
**HOMO-LUMO gap (alpha / beta)**: 8.06 / 6.42 eV
**Calculated total energy**: -29759.9814 eV
**LUMO energy (alpha / beta)**: -1.07 / -2.17 eV
**Molar mass**: 206.98 g/mol
**HOMO energy (alpha / beta)**: -9.13 / -8.59 eV
**Relative energy (zero: lowest compared OMol25 entry of this formula, charge and spin)**: 205.28 kJ/mol

***

ORCA calculation (ωB97M-V/def2-TZVPD) on 2 unconnected molecules or ions with the total composition H3N2O2P.

```
! wB97M-V def2-TZVPD RIJCOSX def2/J DEFGRID3
* xyz 0 1
N 1.193 0.033 0.789
N -1.199 -0.112 -0.028
O -0.923 -1.246 0.162
O -2.223 0.254 -0.504
P 0.135 1.081 0.243
H 2.146 0.226 0.844
H 1.088 -0.924 1.205
H -0.218 0.688 -2.710
*
```

Properties
**HOMO-LUMO gap (alpha / beta)**: 9.41 / 7.62 eV
**Calculated total energy**: -16406.1928 eV
**LUMO energy (alpha / beta)**: -1.07 / -0.46 eV
**Molar mass**: 94.01 g/mol
**HOMO energy (alpha / beta)**: -10.48 / -8.08 eV
**Relative energy (zero: lowest compared OMol25 entry of this formula, charge and spin)**: 644.73 kJ/mol

***

ORCA calculation (ωB97M-V/def2-TZVPD) on a molecular structure, H3N2O2S.

```
! wB97M-V def2-TZVPD RIJCOSX def2/J DEFGRID3
* xyz -1 1
N 0.657 -1.557 0.056
N -0.252 0.948 -0.200
O 1.359 0.224 1.627
O 2.183 0.355 -0.694
S 1.139 -0.099 0.222
H 0.729 -1.760 -0.927
H -1.093 0.301 0.572
H -0.058 1.786 0.333
*
```

Properties
**HOMO-LUMO gap**: 8.78 eV
**Calculated total energy**: -17958.9149 eV
**LUMO energy**: 4.31 eV
**Molar mass**: 95.10 g/mol
**HOMO energy**: -4.47 eV
**Relative energy (zero: lowest compared OMol25 entry of this formula, charge and spin)**: 85.40 kJ/mol

***

ORCA calculation (ωB97M-V/def2-TZVPD) on 3 unconnected molecules or ions with the total composition H3N2OS.

```
! wB97M-V def2-TZVPD RIJCOSX def2/J DEFGRID3
* xyz -1 1
N 0.787 0.982 -0.814
N 0.692 -0.045 -0.299
O 0.128 1.960 -1.096
S -1.789 -1.210 1.486
H 2.211 1.263 -1.339
H -0.822 -0.565 0.798
H -1.208 -2.384 1.263
*
```

Properties
**HOMO-LUMO gap**: 6.63 eV
**Calculated total energy**: -15908.2876 eV
**LUMO energy**: 3.84 eV
**Molar mass**: 79.10 g/mol
**HOMO energy**: -2.79 eV
**Relative energy (zero: lowest compared OMol25 entry of this formula, charge and spin)**: 292.70 kJ/mol

***

ORCA calculation (ωB97M-V/def2-TZVPD) on 2 unconnected molecules or ions with the total composition H3N2P.

```
! wB97M-V def2-TZVPD RIJCOSX def2/J DEFGRID3
* xyz 0 1
N -0.100 0.040 0.333
N 4.317 -0.819 -0.011
P 3.590 0.446 0.003
H -1.109 0.008 0.403
H 0.198 -0.793 -0.162
H 0.139 0.840 -0.244
*
```

Properties
**HOMO-LUMO gap**: 10.41 eV
**Calculated total energy**: -12316.4645 eV
**LUMO energy**: -0.06 eV
**Molar mass**: 62.01 g/mol
**HOMO energy**: -10.47 eV
**Relative energy (zero: lowest compared OMol25 entry of this formula, charge and spin)**: 96.08 kJ/mol
**Structure (SMILES)**: N#P.N